Computed, not measured: a 2-piece molecular cluster, C4H11NO2S overall in a non-equilibrium geometry, with ωB97M-V/def2-TZVPD.

Values from the calculation:
energy above the lowest of the compared OMol25 structures with the same formula, charge and spin = 187.7 kJ/mol
HOMO-LUMO gap = 0.1966 Ha
spin multiplicity = 1
total charge = -2
highest occupied orbital energy = 0.0299 Ha

CARTESIAN COORDINATES (ANGSTROEM)
1 C 1.30758 0.96848 1.19027
2 N 0.74636 -0.34714 0.79302
3 C -0.48415 -0.40161 0.00655
4 C -1.68261 -0.23402 0.79721
5 S -1.77313 -1.33784 2.27817
6 C -0.62636 0.65092 -1.22702
7 O -1.33344 1.71011 -1.17841
8 H 1.83677 1.42759 0.28862
9 H 2.06230 0.77079 1.90389
10 H 0.50890 1.66600 1.44308
11 H 0.48197 -0.79741 1.66002
12 H -0.48475 -1.35749 -0.57593
13 H -2.56636 -0.56810 0.19295
14 H -1.79958 0.87231 0.99663
15 H -1.17691 0.01385 -1.93985
16 H 0.35409 0.81572 -1.62540
17 H 1.78179 -1.12999 -0.94808
18 H 0.99133 -1.22927 -2.17109
19 O 1.85620 -1.49289 -1.88465